Molecular formula: C10H16N2O
Method: DFT, wB97M-V/def2-TZVPD

Frontier orbital gap = 8.961 eV
Net charge = 0
Energy above the lowest of the compared OMol25 structures with the same formula, charge and spin = 380.0 kJ/mol
E_tot = -575.23928 a.u.
E_HOMO = -0.294 hartree

Cartesian coordinates (Å):
O  0.8508  1.7237  1.0131
N  -3.8344  1.0508  -0.8636
N  -2.9001  -0.3841  0.3636
C  3.8380  0.2765  0.6859
C  1.3656  1.2996  -1.2958
C  1.4557  1.0785  0.0175
C  -2.6691  0.8013  -0.1624
C  -4.0548  -0.9316  0.0673
C  1.9252  -1.3468  0.3009
C  2.4269  0.2604  -1.5766
C  -4.6607  -0.0588  -0.7586
C  -1.8892  -0.8449  1.3605
C  2.4778  0.0492  -0.0417
H  -2.2915  -1.3917  2.2377
H  4.5859  -0.4816  0.4586
H  2.1257  -0.5814  -2.1282
H  -1.1556  -1.5797  0.9087
H  -4.1025  1.7824  -1.4645
H  4.3552  1.1914  0.4702
H  3.3425  0.5679  -2.1547
H  -5.6415  -0.1147  -1.2091
H  -4.3902  -1.9245  0.4647
H  2.1626  -2.0586  -0.4526
H  0.9676  2.0452  -1.9698
H  0.2108  2.4906  0.7031
H  -1.1776  0.0199  1.6247
H  3.4561  0.1954  1.7712
H  0.8092  -1.3120  0.3996
H  2.4116  -1.8222  1.2302

Cartesian forces (eV/Å) of the 2 atoms listed first:
O -1.8 1.8 1.1
N 0.2 -2.7 0.9

Molecular formula: C3H7N3S2
Method: DFT, wB97M-V/def2-TZVPD

Frontier orbital gap = 9.167 eV
Net charge = 0
Energy above the lowest of the compared OMol25 structures with the same formula, charge and spin = 260.0 kJ/mol
E_tot = -1079.06786 a.u.
E_HOMO = -0.316 hartree
SMILES = NN(C=S)C/C=N\S

Cartesian coordinates (Å):
S  -0.3668  2.9569  0.5067
S  -0.4354  -2.1199  1.6026
N  0.3496  -1.4739  -2.2131
N  1.0802  2.1211  -0.0313
N  -0.0137  -1.2518  -0.8296
C  -0.1698  -2.2720  -0.0025
C  0.9110  0.9301  -0.4756
C  -0.3874  0.1590  -0.4800
H  -0.3757  -2.0596  -2.6309
H  1.3256  -1.9023  -2.2763
H  1.7158  0.4462  -1.0102
H  0.2775  4.1003  0.7167
H  -0.1608  -3.2114  -0.5747
H  -1.1254  0.4794  -1.2229
H  -0.8578  0.0847  0.5157

Cartesian forces (eV/Å) of the 2 atoms listed first:
S 0.8 -0.8 -0.2
S -0.1 -0.5 0.2

Molecular formula: C5H12Si
Method: DFT, wB97M-V/def2-TZVPD

Frontier orbital gap (alpha / beta) = 4.230 / 8.101 eV
Net charge = 0
Energy above the lowest of the compared OMol25 structures with the same formula, charge and spin = 239.2 kJ/mol
E_tot = -486.94993 a.u.
Multiplicity = 3
E_HOMO (alpha / beta) = -0.120 / -0.385 hartree

Cartesian coordinates (Å):
Si  0.1530  0.6234  -0.4097
C  0.9276  -0.0765  1.1793
C  -0.5535  -0.4034  1.1116
C  -0.9536  -1.9330  1.1158
C  0.7738  -0.4430  -1.7899
C  -0.2352  2.5688  -0.4172
H  1.7468  -0.8104  0.9041
H  0.8396  3.0680  -0.5052
H  -0.7697  2.8736  0.5342
H  -2.1484  -2.0076  1.2594
H  -0.9014  -2.4779  0.1642
H  -0.3747  -2.3881  1.9581
H  1.5608  0.0481  -2.4091
H  1.3107  0.6050  1.9015
H  -0.0530  -0.5358  -2.5667
H  -0.9165  3.0427  -1.1877
H  -0.9352  0.2412  1.8821
H  1.1442  -1.5673  -1.4645

Cartesian forces (eV/Å) of the 2 atoms listed first:
Si -3.1 2.2 -3.3
C 0.4 -1.9 -0.4

Molecular formula: H14O7
Method: DFT, wB97M-V/def2-TZVPD

Frontier orbital gap = 8.526 eV
Net charge = 0
Energy above the lowest of the compared OMol25 structures with the same formula, charge and spin = 637.6 kJ/mol
E_tot = -534.88098 a.u.
E_HOMO = -0.322 hartree

Cartesian coordinates (Å):
O  -13.9803  -18.1701  -2.3888
O  -10.8827  -17.9537  -4.3675
O  -12.2535  -16.4488  -3.5419
O  -13.3292  -16.2596  -1.1044
O  -10.4667  -15.3688  -2.9500
O  -11.5482  -13.3945  -4.4012
O  -12.2966  -15.1215  -5.4487
H  -12.9518  -16.1811  -0.2283
H  -11.3442  -17.1493  -4.1304
H  -10.7237  -13.2376  -4.8614
H  -10.5210  -18.2752  -3.5416
H  -11.9638  -14.1055  -4.8890
H  -14.0031  -18.9789  -1.8774
H  -13.9327  -18.4628  -3.2989
H  -11.9028  -15.5648  -6.2002
H  -11.1613  -15.9352  -3.2862
H  -13.1513  -14.8280  -5.7640
H  -13.0404  -16.8359  -3.1583
H  -10.9072  -14.7952  -2.3230
H  -12.5436  -16.1011  -4.3852
H  -13.1758  -17.1717  -1.3509

Cartesian forces (eV/Å) of the 2 atoms listed first:
O -0.7 -1.0 -0.7
O 2.1 -2.9 -1.8

Molecular formula: C5H4O2
Method: DFT, wB97M-V/def2-TZVPD

Frontier orbital gap = 8.137 eV
Net charge = 0
Energy above the lowest of the compared OMol25 structures with the same formula, charge and spin = 313.1 kJ/mol
E_tot = -343.27310 a.u.
E_HOMO = -0.335 hartree
SMILES = O=C1C=CCC1=O

Cartesian coordinates (Å):
O  -0.6607  2.3248  -0.0375
O  2.0794  1.2533  0.3498
C  0.8507  -0.7882  0.5566
C  -1.2175  -0.0725  -0.3262
C  -0.2070  -1.2251  -0.1632
C  -0.3516  1.1644  -0.0262
C  1.0352  0.6479  0.3729
H  0.6649  -1.7213  -0.7752
H  -2.0693  -0.0923  0.3843
H  -1.6796  -0.0148  -1.3082
H  1.5557  -1.4764  0.9728

Cartesian forces (eV/Å) of the 2 atoms listed first:
O -0.1 -0.6 -0.1
O -0.4 -0.1 0.1

Molecular formula: C21H17Cl2N8O3RhSbSe4
Method: DFT, wB97M-V/def2-TZVPD

Frontier orbital gap = 3.830 eV
Net charge = -1
Energy above the lowest of the compared OMol25 structures with the same formula, charge and spin = 165.7 kJ/mol
E_tot = -12351.34519 a.u.
E_HOMO = -0.115 hartree

Cartesian coordinates (Å):
Sb  -0.5755  -1.1557  -3.7741
Rh  0.7678  0.3506  -0.6472
Se  -2.5932  -2.7218  -3.1537
Se  1.1214  -2.8315  -4.5892
Se  -1.4843  -0.2605  -5.9373
Se  0.6985  1.3059  -2.7892
Cl  -2.5412  3.5927  0.8286
Cl  0.9203  7.5720  -0.2209
O  -5.5732  -0.1977  1.1880
O  2.4474  1.4289  -0.2863
O  -0.3754  1.8986  0.0768
N  1.9882  -2.4224  2.2878
N  -5.4052  -2.4007  0.7198
N  0.4163  -1.1391  3.5077
N  -0.8090  0.4684  2.4454
N  2.0510  -1.1091  -1.0859
N  0.8565  -0.6052  1.2558
N  1.6086  -2.8197  4.5119
N  -1.0305  -0.5272  -0.8949
C  -0.6903  5.4767  0.3007
C  3.8683  -2.0606  -2.3113
C  1.7293  -1.6562  1.2213
C  -0.9610  4.1291  0.3615
C  -2.5809  -1.9073  0.2853
C  -0.0037  3.1321  0.0606
C  3.4253  -2.8456  -0.1149
C  2.4251  2.6872  -0.3481
C  -1.3335  -1.6618  -0.2422
C  2.3939  -1.8969  -0.0154
C  -3.3164  0.1420  -0.6889
C  0.1795  -0.4340  2.4016
C  4.1653  -2.9382  -1.2626
C  2.8155  -1.1853  -2.1757
C  -4.9482  -1.1236  0.7124
C  -2.0427  0.3204  -1.1661
C  1.5845  4.9658  -0.3211
C  1.3310  3.5786  -0.2250
C  1.3444  -2.0971  3.3991
C  0.5926  5.8772  -0.0759
C  -3.5950  -0.9671  0.1103
H  -4.0866  0.8589  -0.9224
H  3.4065  3.1586  -0.4927
H  4.4340  -2.0704  -3.2250
H  -1.4569  6.1966  0.5386
H  4.9805  -3.6413  -1.3474
H  -0.5341  -2.3862  -0.1435
H  1.2677  -2.4661  5.3870
H  -4.9738  -3.0978  0.1364
H  -1.2446  0.6497  3.3316
H  2.4140  -3.4186  4.4955
H  -6.3599  -2.5442  1.0040
H  -0.9443  1.1026  1.6656
H  2.5760  5.2982  -0.5880
H  -2.7372  -2.8144  0.8460
H  2.5850  -0.5093  -2.9896
H  3.6193  -3.4499  0.7556
H  -1.8171  1.1717  -1.8002

Cartesian forces (eV/Å) of the 2 atoms listed first:
Sb -1.0 -1.1 -3.3
Rh -0.2 1.1 1.1